[1]
# C16H17N

2 unconnected molecules or ions with the total composition C16H17N in a non-equilibrium geometry (wB97M-V/def2-TZVPD, OMol25).

Computed properties:
Orbital gap: 8.741 eV
Relative energy (zero: lowest compared OMol25 entry of this formula, charge and spin): 42.3 kcal per mole
Total energy: -18356.50683 eV
SMILES: Cc1c[nH]c2ccccc12.Cc1ccccc1

```
! RIJCOSX wB97M-V def2-TZVPD def2/J DEFGRID3
* xyz 0 1
C 0.327 3.085 1.294
C 1.095 4.288 -0.822
C 0.457 3.209 -0.169
C 1.409 4.242 -2.126
C 1.158 3.103 -2.910
C 0.205 2.086 -0.957
C 0.560 1.974 -2.372
H 1.444 5.149 -0.246
H 1.806 5.109 -2.696
H 1.342 3.150 1.693
H 0.051 2.055 1.533
H 1.618 3.066 -3.952
H -0.271 1.116 -0.642
H 0.610 1.020 -2.846
H -0.054 3.997 1.755
C 0.985 -4.549 1.386
C -0.998 -1.846 -0.230
C -0.494 -2.485 0.938
C 0.233 -3.598 0.474
C 0.115 -3.750 -0.874
C -1.940 -0.805 -0.157
C -2.249 -0.333 1.106
C -1.670 -0.893 2.241
C -0.934 -2.068 2.189
N -0.636 -2.617 -1.323
H -2.328 -0.211 -0.986
H -3.054 0.367 1.190
H -0.642 -2.386 -2.294
H -1.950 -0.426 3.224
H 0.524 -4.510 -1.528
H -0.568 -2.389 3.149
H 1.988 -4.095 1.369
H 1.293 -5.555 1.209
H 0.567 -4.501 2.379
*
```

[2]
# C6H14NS

2 unconnected molecules or ions with the total composition C6H14NS in a non-equilibrium geometry (wB97M-V/def2-TZVPD, OMol25).

Computed properties:
Orbital gap: 6.538 eV
Relative energy (zero: lowest compared OMol25 entry of this formula, charge and spin): 12.7 kcal per mole
Total energy: -18774.63517 eV

```
! RIJCOSX wB97M-V def2-TZVPD def2/J DEFGRID3
* xyz -1 1
C 2.672 2.055 2.151
C 2.600 0.662 1.725
C 1.455 0.124 1.190
N 1.357 -1.192 0.740
H 1.761 2.578 1.731
H 2.684 2.240 3.238
H 3.530 2.596 1.712
H 3.428 0.018 1.972
H 0.608 0.697 0.830
H 0.416 -1.586 0.662
H 2.004 -1.800 1.249
C -1.181 0.059 -2.308
C -2.145 -1.070 -1.981
C -2.887 -0.851 -0.644
S -1.871 -1.096 0.895
H -1.733 1.023 -2.393
H -0.658 -0.033 -3.335
H -0.375 0.052 -1.512
H -2.914 -1.060 -2.750
H -1.606 -2.032 -1.886
H -3.726 -1.520 -0.619
H -3.418 0.138 -0.666
*
```

[3]
# C2F2O2S

2 unconnected molecules or ions with the total composition C2F2O2S in a non-equilibrium geometry (wB97M-V/def2-TZVPD, OMol25).

Computed properties:
Orbital gap: 10.041 eV
Relative energy (zero: lowest compared OMol25 entry of this formula, charge and spin): 0.0 kcal per mole
Total energy: -22434.74282 eV

```
! RIJCOSX wB97M-V def2-TZVPD def2/J DEFGRID3
* xyz 0 1
C 0.187 -0.616 1.152
C 1.419 1.741 0.767
O 0.766 2.043 -0.110
O -0.548 -0.686 0.080
F 0.103 -1.882 1.623
F -1.216 -0.855 -2.304
S -0.712 0.256 -1.208
*
```

[4]
# C5H11NO

C5H11NO in the gas phase (wB97M-V/def2-TZVPD, OMol25).

Computed properties:
Orbital gap: 7.631 eV
Relative energy (zero: lowest compared OMol25 entry of this formula, charge and spin): 116.2 kcal per mole
Total energy: -8896.65967 eV

```
! RIJCOSX wB97M-V def2-TZVPD def2/J DEFGRID3
* xyz 0 1
C 1.653 0.646 -1.368
C 0.821 -0.305 -0.581
C 1.068 -0.493 0.865
N 0.004 0.349 1.408
C -1.270 -0.314 1.305
C -1.885 -0.028 -0.127
O -0.911 0.764 -0.801
H 1.177 0.949 -2.301
H 2.599 0.135 -1.599
H 1.898 1.529 -0.770
H 0.311 -1.088 -1.138
H 2.049 -0.098 1.162
H 0.998 -1.552 1.170
H -1.217 -1.406 1.470
H -1.940 0.107 2.065
H -2.062 -0.929 -0.729
H -2.819 0.539 -0.061
H -0.473 1.193 0.030
*
```

[5]
# C34H46CrI2NO2Se

A molecular structure, C34H46CrI2NO2Se (wB97M-V/def2-TZVPD, OMol25).

Computed properties:
Orbital gap (spin up / spin down): 7.353 / 7.377 eV
Relative energy (zero: lowest compared OMol25 entry of this formula, charge and spin): 0.0 kcal per mole
Total energy: -151560.91792 eV

```
! RIJCOSX wB97M-V def2-TZVPD def2/J DEFGRID3
* xyz 0 4
Cr 2.350 -1.110 1.071
C -2.561 -1.783 -4.942
C -2.531 -0.746 -3.810
C -3.902 -0.709 -3.120
C -2.263 0.628 -4.425
C -1.464 -1.129 -2.785
C -0.429 -0.290 -2.417
C 0.498 -0.697 -1.468
Se 1.880 0.552 -0.983
C 0.880 1.681 0.203
C 0.439 2.914 -0.258
C -0.299 3.744 0.568
C -0.562 3.270 1.852
C -0.146 2.041 2.353
C 0.613 1.205 1.498
O 1.064 0.021 1.888
C -0.554 1.698 3.799
C -2.088 1.730 3.900
C -0.102 0.327 4.319
C 0.036 2.759 4.743
C -0.813 5.118 0.139
C -0.189 6.199 1.034
C -2.341 5.166 0.277
C -0.458 5.434 -1.314
C 0.449 -1.952 -0.840
O 1.403 -2.318 0.024
C -0.625 -2.810 -1.178
C -1.521 -2.367 -2.145
C -0.886 -4.203 -0.570
C -2.329 -4.255 -0.038
C 0.027 -4.595 0.597
C -0.716 -5.260 -1.672
H -3.317 -1.510 -5.685
H -2.804 -2.780 -4.571
H -1.591 -1.837 -5.442
H -4.681 -0.427 -3.835
H -3.901 0.019 -2.305
H -4.165 -1.683 -2.701
H -3.032 0.851 -5.169
H -1.292 0.662 -4.927
H -2.291 1.418 -3.670
H -0.324 0.694 -2.857
H 0.682 3.206 -1.272
H -1.136 3.911 2.513
H -2.528 0.975 3.244
H -2.504 2.701 3.623
H -2.397 1.513 4.927
H -0.497 -0.487 3.714
H -0.474 0.213 5.342
H 0.984 0.233 4.336
H -0.310 3.766 4.500
H 1.128 2.756 4.688
H -0.253 2.544 5.776
H -0.453 6.049 2.084
H -0.542 7.192 0.737
H 0.901 6.183 0.956
H -2.659 4.989 1.307
H -2.809 4.406 -0.354
H -2.718 6.148 -0.026
H 0.624 5.468 -1.467
H -0.863 6.412 -1.585
H -0.882 4.696 -2.001
H -2.331 -3.035 -2.419
H -2.479 -3.495 0.732
H -2.518 -5.236 0.408
H -3.076 -4.098 -0.819
H -0.030 -3.873 1.413
H 1.069 -4.677 0.299
H -0.298 -5.567 0.979
H -1.394 -5.085 -2.511
H -0.920 -6.258 -1.271
H 0.307 -5.250 -2.057
I 4.832 0.775 1.684
C 5.288 -0.900 0.514
C 6.582 -1.169 0.111
C 6.786 -2.288 -0.682
C 5.702 -3.079 -1.033
C 4.445 -2.729 -0.572
N 4.254 -1.651 0.190
H 7.397 -0.524 0.407
H 7.786 -2.534 -1.020
H 5.822 -3.958 -1.650
H 3.549 -3.295 -0.792
I 3.505 -4.116 2.492
C 2.485 -2.240 2.761
H 3.007 -1.757 3.585
H 1.477 -2.508 3.073
*
```

[6]
# C8H18NO3P

C8H18NO3P in the gas phase in a non-equilibrium geometry (wB97M-V/def2-TZVPD, OMol25).

Computed properties:
Orbital gap: 9.792 eV
Relative energy (zero: lowest compared OMol25 entry of this formula, charge and spin): 71.8 kcal per mole
Total energy: -25507.20123 eV
SMILES: CCOC(=O)[P@@](C)(=O)N(CC)CC

```
! RIJCOSX wB97M-V def2-TZVPD def2/J DEFGRID3
* xyz 0 1
C 1.552 0.100 0.529
C -2.801 -0.705 1.851
C -2.355 -0.746 -2.161
C 4.249 -0.405 -1.010
C -0.117 2.276 1.544
C -1.614 -0.797 0.805
C -2.200 0.483 -1.311
C 3.311 -1.230 -0.136
N -1.381 0.287 -0.158
O 2.039 0.377 1.590
O 0.382 2.168 -1.310
O 1.980 -0.825 -0.319
P 0.083 1.225 0.127
H -3.690 -0.540 1.292
H -3.010 -1.615 2.289
H -2.768 0.219 2.496
H -1.274 -1.021 -2.320
H -2.837 -1.519 -1.587
H -2.795 -0.521 -3.128
H 5.271 -0.727 -1.238
H 3.770 -0.421 -1.915
H 4.291 0.568 -0.440
H -0.187 1.736 2.396
H 0.856 2.739 1.671
H -0.901 2.914 1.368
H -0.669 -1.019 1.406
H -1.789 -1.779 0.195
H -1.548 1.228 -1.917
H -3.187 0.947 -1.072
H 3.828 -1.100 0.938
H 3.510 -2.299 -0.472
*
```

[7]
# C32H27BrN6O4SSr

A molecular structure, C32H27BrN6O4SSr (wB97M-V/def2-TZVPD, OMol25).

Computed properties:
Orbital gap: 6.000 eV
Relative energy (zero: lowest compared OMol25 entry of this formula, charge and spin): 40.6 kcal per mole
Total energy: -132466.71859 eV

```
! RIJCOSX wB97M-V def2-TZVPD def2/J DEFGRID3
* xyz 0 1
Sr 0.712 -1.098 0.893
C -0.821 -0.561 -8.064
C -0.639 -0.511 -6.573
C -1.356 -1.361 -5.737
C -1.203 -1.306 -4.360
C -0.316 -0.388 -3.823
C 0.419 0.468 -4.634
C 0.251 0.402 -6.004
S -0.138 -0.279 -2.074
O -0.808 -1.434 -1.481
O -1.225 1.064 -0.122
N 1.278 0.087 -1.653
C 2.451 -0.623 -2.199
C 3.067 -1.682 -1.259
O 4.280 -1.860 -1.328
O 2.244 -2.281 -0.491
H -1.316 -1.481 -8.372
H 0.138 -0.497 -8.579
H -1.432 0.277 -8.403
H -2.040 -2.081 -6.169
H -1.752 -1.966 -3.702
H 1.124 1.162 -4.193
H 0.825 1.058 -6.647
H 3.220 0.121 -2.400
H 2.221 -1.129 -3.144
C -3.583 1.519 -1.983
C -2.298 1.465 -2.343
C -1.099 1.201 -1.505
C -2.237 0.312 0.507
C -3.627 0.650 0.357
C -4.210 1.212 -0.710
N -1.756 -0.499 1.374
N -2.560 -1.140 2.228
C -1.862 -1.957 3.059
C -2.595 -2.603 4.088
C -1.955 -3.424 4.972
C -0.570 -3.629 4.854
C 0.073 -2.985 3.829
N -0.526 -2.170 2.943
H -4.271 1.827 -2.764
H -2.050 1.732 -3.364
H -0.374 2.006 -1.646
H -4.224 0.359 1.213
H -5.274 1.404 -0.657
H -3.658 -2.416 4.142
H -2.514 -3.913 5.760
H -0.026 -4.272 5.530
H 1.142 -3.121 3.689
Br -3.315 5.253 3.005
C -1.916 3.982 2.868
C -2.098 2.710 3.391
C -1.087 1.773 3.269
C 0.104 2.117 2.641
C 0.281 3.396 2.133
C -0.734 4.336 2.243
N 1.109 1.128 2.462
C 2.214 1.288 3.061
C 3.340 0.346 2.878
C 4.549 0.589 3.503
C 5.606 -0.283 3.268
C 5.408 -1.350 2.417
C 4.154 -1.525 1.834
N 3.138 -0.702 2.067
H -3.028 2.446 3.874
H -1.230 0.768 3.644
H 1.203 3.647 1.622
H -0.608 5.330 1.837
H 2.385 2.137 3.728
H 4.661 1.449 4.151
H 6.567 -0.118 3.737
H 6.203 -2.043 2.182
H 3.964 -2.328 1.131
*
```

[8]
# C5H12FNP

2 unconnected molecules or ions with the total composition C5H12FNP in a non-equilibrium geometry (wB97M-V/def2-TZVPD, OMol25).

Computed properties:
Orbital gap: 9.575 eV
Relative energy (zero: lowest compared OMol25 entry of this formula, charge and spin): 37.1 kcal per mole
Total energy: -18866.77953 eV

```
! RIJCOSX wB97M-V def2-TZVPD def2/J DEFGRID3
* xyz 1 1
C -0.247 -0.233 1.042
C -1.746 -0.196 1.112
C -0.985 -0.810 -1.050
C 0.280 -0.307 -0.342
C 2.960 0.726 -0.139
N -2.041 -0.046 -0.356
F -0.177 1.487 -0.799
P 1.885 -0.561 -0.988
H 0.108 0.689 1.579
H 0.342 -1.006 1.551
H -2.095 -1.197 1.432
H -2.311 0.597 1.779
H -1.098 -0.691 -2.060
H -1.258 -1.914 -0.737
H 3.826 0.773 -0.824
H 3.456 0.547 0.731
H 2.286 1.561 -0.005
H -2.999 -0.285 -0.648
H -1.848 0.964 -0.499
H 1.470 0.332 -1.959
*
```

Copy entry 2 word for word.
# C6H14NS

2 unconnected molecules or ions with the total composition C6H14NS in a non-equilibrium geometry (wB97M-V/def2-TZVPD, OMol25).

Computed properties:
Orbital gap: 6.538 eV
Relative energy (zero: lowest compared OMol25 entry of this formula, charge and spin): 12.7 kcal per mole
Total energy: -18774.63517 eV

```
! RIJCOSX wB97M-V def2-TZVPD def2/J DEFGRID3
* xyz -1 1
C 2.672 2.055 2.151
C 2.600 0.662 1.725
C 1.455 0.124 1.190
N 1.357 -1.192 0.740
H 1.761 2.578 1.731
H 2.684 2.240 3.238
H 3.530 2.596 1.712
H 3.428 0.018 1.972
H 0.608 0.697 0.830
H 0.416 -1.586 0.662
H 2.004 -1.800 1.249
C -1.181 0.059 -2.308
C -2.145 -1.070 -1.981
C -2.887 -0.851 -0.644
S -1.871 -1.096 0.895
H -1.733 1.023 -2.393
H -0.658 -0.033 -3.335
H -0.375 0.052 -1.512
H -2.914 -1.060 -2.750
H -1.606 -2.032 -1.886
H -3.726 -1.520 -0.619
H -3.418 0.138 -0.666
*
```